C34H31N4O3S | ωB97M-V/def2-TZVPD

The geometry in XYZ format:
```
73
Properties=species:S:1:pos:R:3
S 5.86 2.74 -1.03
O 1.82 0.67 1.68
O 1.04 2.57 -0.12
O 3.04 -0.62 -2.79
N 4.28 0.57 -1.22
N -4.28 1.99 -1.65
N 3.60 -2.28 -0.13
N 3.17 2.59 -1.02
C 1.22 -1.32 0.43
C 2.52 -3.30 4.19
C 1.62 -0.53 1.70
C 3.06 0.09 -1.79
C 1.93 0.52 -1.01
C 2.27 -2.65 2.98
C -1.77 -0.43 -0.46
C -3.18 3.99 -2.56
C 2.52 -1.90 0.11
C -0.69 1.24 -1.78
C -0.58 0.14 -0.92
C 1.82 -0.59 4.17
C 5.50 -0.15 -1.58
C -1.88 3.20 -2.71
C 3.23 4.03 -0.81
C -1.52 -3.42 2.13
C -5.46 0.41 -0.18
C 1.95 1.92 -0.64
C 4.39 1.94 -1.06
C -3.01 0.16 -0.69
C 1.89 -1.30 2.96
C -0.66 -2.36 1.83
C -0.60 -4.68 0.28
C -1.48 -4.58 1.36
C -1.88 1.92 -1.95
C -4.38 3.07 -2.61
C -5.53 1.27 -1.43
C 0.24 -2.46 0.76
C 2.06 -1.24 5.38
C 0.23 -3.60 -0.05
C 0.82 -0.47 -0.77
C 2.41 -2.60 5.39
C -4.25 -0.52 -0.23
C -3.08 1.38 -1.42
H -0.54 -5.59 -0.32
H 5.33 -1.21 -1.41
H 2.58 -3.10 6.34
H -2.14 -5.41 1.61
H -0.70 -1.43 2.42
H -4.07 -0.96 0.76
H 2.36 -3.20 2.05
H -2.22 -3.31 2.96
H 1.57 0.47 4.14
H -4.48 -1.36 -0.90
H -1.69 2.99 -3.78
H 3.61 4.26 0.19
H 6.29 0.23 -0.93
H -3.16 4.53 -1.61
H -5.40 1.05 0.71
H 3.95 4.42 -1.54
H -6.33 2.02 -1.35
H -3.26 4.73 -3.36
H -4.49 2.66 -3.63
H -1.03 3.82 -2.37
H 0.89 -3.66 -0.92
H -1.76 -1.38 0.06
H -6.38 -0.18 -0.11
H 2.24 4.46 -0.96
H 0.18 1.59 -2.33
H -5.30 3.63 -2.39
H 5.77 0.05 -2.62
H 2.79 -4.36 4.18
H 1.97 -0.68 6.31
H 0.92 -1.16 -1.63
H -5.76 0.64 -2.31
```

Calculated total energy ... -58701.2533 eV
Orbital gap ... 6.2892 eV
Lowest unoccupied orbital energy ... 2.5 eV
Net charge ... -1
SMILES ... Cn1c([O-])c([C@H](c2cc3c4c(c2)CCCN4CCC3)[C@@](C#N)(C(=O)c2ccccc2)c2ccccc2)c(=O)n(C)c1=S
Energy relative to the best compared isomer or geometry (same formula, charge and spin) ... 54.8 kJ/mol
Multiplicity ... 1
Molar mass ... 575.71 g mol⁻¹
Maximum force ... 0.063 hartree/bohr

Charges in e, computed with Mulliken, in the same order as the atoms: -0.416 -0.539 -0.749 -0.722 0.365 0.044 -0.929 0.090 3.629 -1.024 -0.548 -0.970 0.195 0.358 -1.022 -0.874 -0.550 -0.918 -0.482 -0.627 -1.114 -0.557 -1.206 -0.887 -0.898 0.580 0.252 -0.059 0.512 0.621 -0.926 -0.532 0.165 -0.728 -0.712 -0.974 -0.659 -0.501 0.747 -0.324 -0.591 0.406 0.394 0.319 0.365 0.403 0.396 0.320 0.397 0.436 0.440 0.275 0.312 0.318 0.461 0.297 0.313 0.446 0.399 0.377 0.329 0.222 0.452 0.648 0.387 0.288 0.694 0.380 0.282 0.391 0.369 0.662 0.302